105
Properties=species:S:1:pos:R:3 method="wB97M-V/def2-TZVPD" charge=+1 e_homo_ev=-8.78 energy_ev=-177469.212 e_lumo_ev=-7.4 max_force_ev_per_a=7.612 orbital_gap_ev=1.4
V 9.645 -1.861 0.494
K -0.716 10.091 -0.833
Cl 7.134 -0.306 2.712
Cl -10.584 -2.843 6.408
S -1.004 5.019 0.191
S 4.196 7.085 -1.358
P -2.082 -1.304 1.756
P 0.267 3.562 0.115
Mg -4.294 -3.522 3.742
F -8.645 -2.106 7.415
F -7.684 -0.180 7.416
F -7.129 -1.656 8.881
F -4.194 1.417 0.648
O -1.469 8.268 -1.744
O 10.728 -2.737 -0.530
O -2.768 0.060 2.462
O -3.235 -2.238 1.341
O -6.473 -3.063 6.036
O -1.081 -2.196 2.812
O 0.890 3.199 1.668
O -2.314 -2.743 -7.320
O -5.324 -1.225 6.626
O 1.625 4.086 -0.800
O 5.052 6.004 -1.934
O 8.539 -0.968 1.535
O -2.147 -2.609 -4.371
N 0.127 -0.200 0.559
C 4.628 8.622 -2.200
C -6.399 -2.035 6.654
C -1.900 1.616 -0.262
C 0.640 0.813 -0.405
C -0.912 -2.309 -0.577
C 4.306 -2.129 -1.109
C 3.490 -1.565 2.768
C -1.135 -0.906 0.135
C -2.112 0.088 -0.655
C -1.571 -1.777 -6.587
C 2.557 6.922 -2.092
C 5.175 -2.051 0.222
C 4.836 -0.743 2.530
C -4.564 -1.378 4.341
C -3.716 -2.529 -7.237
C -1.070 -2.352 -5.269
C 2.810 -1.606 -0.954
C -4.272 -1.695 5.801
C -2.482 -3.988 -4.307
C 1.714 -2.763 -0.883
C -0.383 2.003 -0.708
C 0.310 -2.370 -1.593
C 5.184 -0.617 0.930
C -7.470 -1.493 7.592
H 4.579 8.481 -3.281
H 3.679 -2.682 2.634
H -3.722 -1.673 3.703
H 0.093 -3.245 -2.293
H 1.146 4.027 2.122
H -4.219 -3.397 -7.664
H -1.974 1.826 0.844
H -0.476 -3.256 -5.439
H 4.750 0.275 3.045
H 4.855 -1.573 -1.926
H -0.525 -1.616 3.371
H 2.112 6.000 -1.733
H -4.046 -2.409 -6.202
H -2.617 -4.418 -5.302
H -5.465 -1.901 3.994
H 0.406 -1.466 -2.271
H 6.257 -2.247 -0.092
H 6.208 -0.158 0.876
H -1.702 -4.537 -3.769
H -2.660 2.298 -0.760
H -0.423 -1.611 -4.787
H 4.930 -2.904 0.941
H 2.702 -0.908 -0.060
H -2.151 0.383 3.155
H -0.708 -1.505 -7.202
H -3.993 -1.644 -7.818
H -0.782 -3.141 0.192
H 3.941 9.411 -1.892
H 1.557 1.284 0.092
H -2.067 -0.037 -1.779
H -0.442 2.180 -1.835
H -0.111 0.324 1.424
H 5.644 8.897 -1.916
H -2.164 -0.872 -6.418
H -1.284 7.419 -1.360
H -3.177 -0.169 -0.331
H -4.105 -2.770 5.964
H 1.933 7.761 -1.789
H 2.556 -0.972 -1.867
H 5.700 -1.304 3.116
H 1.945 3.315 -1.320
H 2.100 -3.769 -1.245
H 0.830 -0.903 0.855
H 4.231 -3.236 -1.382
H 2.662 -1.297 2.038
H -3.419 -4.085 -3.757
H 2.638 6.887 -3.179
H 4.484 0.138 0.437
H 1.451 -2.889 0.227
H -3.363 -1.180 6.116
H 1.002 0.403 -1.388
H -1.847 -2.574 -1.175
H 3.078 -1.445 3.822
H -4.748 -0.311 4.206